1.
15
Properties=species:S:1:pos:R:3:mulliken_charge:R:1 method="wB97M-V/def2-TZVPD" lumo_ha=0.02811 charge=0 de_lowest_kcal_mol=109.98 homo_lumo_gap_ev=8.29 molar_mass_g_mol=109.13
N -1.1837 1.2599 -0.0256 -0.721
N -2.1666 -0.9998 0.1885 -0.493
N 0.2110 -0.3072 -0.2380 0.155
C 0.1205 1.6841 0.1155 -0.534
C -1.2256 -0.0747 -0.2093 0.414
C 1.1915 -1.4003 0.0207 -0.387
C 2.1735 -0.1954 0.1421 -0.557
C 0.9982 0.7470 -0.1593 0.047
H 1.2197 -1.9687 -1.0024 0.267
H -3.1440 -0.6603 0.4052 0.276
H 1.0458 -2.0405 0.9656 0.240
H -2.4158 -2.0582 -0.1396 0.252
H 0.0008 2.6537 0.2799 0.546
H 2.9321 -0.1446 -0.5428 0.262
H 2.7874 -0.0156 1.1013 0.233



2.
45
Properties=species:S:1:pos:R:3:mulliken_charge:R:1 method="wB97M-V/def2-TZVPD" lumo_ha="0.14416 / -0.04524" charge=-2 homo_lumo_gap_ev="8.14 / 2.98" molar_mass_g_mol=707.43 multiplicity=2 s_squared=0.766
K 0.0294 -0.7349 -0.3579 1.280
S -2.9545 1.0539 -2.5339 1.111
S 0.6965 -0.6238 3.5708 1.049
S 0.6126 3.5947 0.1552 1.129
S -0.0037 -4.2063 -2.4142 1.047
F -1.4933 1.4242 -4.7470 -0.205
F -2.2645 -4.5375 -1.0456 -0.248
F 0.0402 0.3684 6.1288 -0.223
F 2.0799 2.8825 2.2441 -0.201
F -2.7145 3.1709 -4.2082 -0.224
F -1.1369 1.2170 4.4631 -0.214
F -0.4974 -5.3884 -0.0644 -0.234
F -0.8887 2.7274 -3.1209 -0.112
F 0.2129 3.9364 2.7772 -0.200
F -1.4414 -6.3733 -1.8214 -0.222
F 1.9481 4.9866 1.8731 -0.210
F 0.9888 1.8638 4.7140 -0.235
O 0.5604 0.0118 2.2906 -0.645
O 2.0751 -1.0279 3.9315 -0.712
O 1.6790 3.8859 -0.7924 -0.747
O -1.9710 0.0410 -2.1407 -0.410
O -4.1215 0.5722 -3.2879 -0.451
O -0.9097 -3.6817 -3.4422 -0.695
O -3.4288 1.8286 -1.4244 -0.407
O 0.5693 -3.1103 -1.6113 -0.694
O 1.2986 0.8586 -2.5398 -0.515
O -0.2693 -1.7031 3.7068 -0.704
O -2.0138 -2.2336 0.9344 -0.496
O 0.9574 -5.1722 -2.9238 -0.683
O 2.5104 -1.7901 0.5341 -0.489
O 0.2993 2.1502 0.1753 -0.380
O 2.7036 0.7121 0.7227 -0.663
O -0.5509 4.4784 -0.0989 -0.707
C 0.0880 0.7834 4.8416 0.491
C -1.9188 2.1913 -3.7464 0.652
C 1.2436 3.9218 1.9328 0.539
C -1.1329 -5.2278 -1.2682 0.575
H 1.8886 0.8655 1.2008 0.105
H 1.5925 1.0985 -3.4187 0.188
H 3.4633 -1.8745 0.5676 0.192
H 2.3436 -0.8702 0.7397 0.398
H -2.4587 -2.0971 0.0979 0.251
H 1.4474 1.6446 -2.0141 0.296
H -2.0743 -3.1766 1.0873 0.223
H 2.9163 1.5600 0.3327 0.402